101
Properties=species:S:1:pos:R:3 method="wB97M-V/def2-TZVPD" fmax_ha_per_bohr=0.06747 homo_ev=-9.127 energy_ha=-2135.18465 total_charge=+1 spin_multiplicity=1
C -5.52 -2.01 3.02
C -4.24 -1.31 2.66
C -4.17 -0.56 1.49
C -2.98 0.08 1.11
C -2.93 0.91 -0.14
C -1.84 -0.10 1.90
N -0.61 0.50 1.46
C -0.30 1.84 1.69
C -1.28 2.89 1.93
C -1.15 4.07 1.15
C -2.18 5.00 1.11
C -3.30 4.84 1.92
C -3.38 3.75 2.80
C -2.37 2.79 2.82
N 0.99 2.03 1.56
N 1.54 0.82 1.13
C 2.95 0.69 1.39
C 3.48 1.05 2.64
C 2.68 1.64 3.75
C 4.85 0.84 2.88
C 5.69 0.32 1.89
C 7.14 0.05 2.17
C 5.17 0.09 0.62
C 3.82 0.34 0.33
C 3.39 0.28 -1.09
C 0.54 -0.12 0.99
C 0.49 -1.34 0.18
O 1.22 -1.45 -0.90
C -0.42 -2.42 0.64
C -0.10 -3.21 1.84
C -1.60 -2.66 -0.12
C -1.89 -1.82 -1.23
C -3.00 -2.03 -2.04
C -3.94 -2.99 -1.68
C -3.74 -3.77 -0.52
C -2.58 -3.64 0.23
C -1.92 -0.74 3.14
C -0.75 -0.76 4.10
C -3.12 -1.38 3.49
H -5.43 -2.49 4.00
H -6.36 -1.29 3.06
H -5.78 -2.77 2.28
H -5.04 -0.47 0.84
H -1.91 0.93 -0.56
H -3.60 0.49 -0.90
H -3.23 1.96 0.05
H -0.24 4.19 0.56
H -2.09 5.87 0.45
H -4.11 5.57 1.88
H -4.24 3.65 3.47
H -2.42 1.96 3.52
H 3.36 1.97 4.54
H 2.11 2.51 3.42
H 1.99 0.93 4.21
H 5.27 1.08 3.86
H 7.46 -0.88 1.67
H 7.78 0.85 1.78
H 7.32 -0.04 3.24
H 5.82 -0.28 -0.18
H 4.00 0.95 -1.72
H 3.49 -0.73 -1.48
H 2.35 0.60 -1.21
H -0.03 -4.29 1.62
H 0.86 -2.88 2.27
H -0.87 -3.10 2.62
H -1.20 -1.00 -1.44
H -3.13 -1.42 -2.94
H -4.83 -3.14 -2.28
H -4.49 -4.49 -0.21
H -2.39 -4.27 1.11
H -1.07 -1.21 5.05
H 0.08 -1.36 3.71
H -0.38 0.25 4.32
H -3.17 -1.95 4.42
C -1.30 3.90 -4.00
C -0.74 2.55 -3.67
C -0.46 2.21 -2.35
C 0.07 0.94 -2.04
C 0.33 0.00 -3.05
C 0.88 -1.36 -2.76
C 2.11 -1.75 -3.50
C 2.53 -3.08 -3.56
C 3.47 -3.49 -4.51
C 4.06 -2.54 -5.36
C 3.76 -1.19 -5.21
C 2.85 -0.79 -4.23
C 0.04 0.37 -4.38
C -0.50 1.62 -4.68
H -1.06 4.17 -5.03
H -2.40 3.91 -3.90
H -0.90 4.66 -3.33
H -0.64 2.93 -1.55
H 0.28 0.68 -1.01
H 0.10 -2.14 -2.75
H 2.08 -3.81 -2.88
H 3.75 -4.54 -4.60
H 4.77 -2.86 -6.13
H 4.22 -0.43 -5.86
H 2.67 0.28 -4.08
H 0.24 -0.35 -5.18
H -0.72 1.88 -5.72